A structure of composition C12H37N6O3P2Rb in a non-equilibrium geometry. Source: the OMol25 dataset; level of theory: the ωB97M-V functional and the def2-TZVPD basis.

XYZ file:
```
61
Properties=species:S:1:pos:R:3:mulliken_charge:R:1
Rb 11.1908 -20.7327 4.2881 0.984
O 9.3656 -19.0789 5.8648 -0.830
H 9.9201 -19.5036 5.2377 -0.147
O 13.2863 -22.6167 4.2275 -0.772
P 13.6466 -24.0262 4.4997 0.252
N 13.5048 -24.5017 6.0778 0.431
C 14.3978 -25.3675 6.8019 -1.147
C 12.2871 -24.1381 6.7647 -0.992
N 15.1962 -24.4649 4.0976 0.121
C 15.4637 -24.6756 2.6742 -0.891
C 16.2942 -23.7837 4.7702 -0.826
N 12.6747 -25.0410 3.6350 0.384
C 12.7418 -26.4690 3.8085 -1.085
C 11.6270 -24.5179 2.7623 -0.890
H 13.8830 -26.2516 7.2000 0.346
H 14.8680 -24.8740 7.6634 0.362
H 15.1960 -25.7396 6.1688 0.405
H 11.4916 -24.8944 6.7047 0.276
H 11.8513 -23.2173 6.3659 0.153
H 12.4413 -23.9176 7.8238 0.374
H 14.7250 -25.3466 2.2535 0.291
H 15.4415 -23.7164 2.1329 0.194
H 16.4905 -25.0282 2.5772 0.402
H 17.1709 -24.4426 4.7683 0.363
H 16.5921 -22.8539 4.2744 0.119
H 16.0497 -23.5776 5.8077 0.364
H 12.5181 -26.9660 2.8682 0.458
H 13.7052 -26.7527 4.2294 0.361
H 12.0060 -26.8061 4.5587 0.254
H 12.0514 -24.0774 1.8499 0.285
H 11.0374 -23.7553 3.2643 0.083
H 10.9962 -25.3321 2.4123 0.409
O 13.4021 -19.4151 2.9293 -0.506
P 14.2757 -18.5797 2.0831 -0.533
N 15.8506 -19.0891 2.1290 0.456
C 16.3111 -19.8437 3.2850 -1.308
C 16.7828 -18.9452 1.0097 -0.901
N 14.2027 -17.0128 2.5569 0.278
C 15.0898 -15.9549 2.0874 -0.945
C 13.2035 -16.6192 3.5628 -1.077
N 13.7961 -18.7059 0.5045 0.358
C 14.2048 -17.8281 -0.5787 -1.099
C 13.0954 -19.9289 0.1406 -0.892
H 16.3854 -20.9153 3.0731 0.428
H 15.5735 -19.7726 4.0868 0.350
H 17.2443 -19.4372 3.6800 0.410
H 17.7133 -19.4414 1.2822 0.415
H 17.0134 -17.8976 0.8159 0.247
H 16.4014 -19.4333 0.1120 0.255
H 14.8954 -15.0547 2.6701 0.472
H 16.1382 -16.2301 2.1791 0.276
H 14.8386 -15.6532 1.0675 0.241
H 12.4045 -17.3440 3.6412 0.377
H 13.6699 -16.4434 4.5361 0.296
H 12.7635 -15.6597 3.2699 0.400
H 15.0324 -17.1934 -0.2908 0.359
H 14.5723 -18.4195 -1.4278 0.423
H 13.3568 -17.2452 -0.9521 0.279
H 13.5304 -20.7945 0.6422 0.283
H 13.1813 -20.0960 -0.9347 0.362
H 12.0342 -19.8514 0.3874 0.205
```

## Properties
Multiplicity: 1
Electronic energy, a.u.: -1740.49919
Kohn-Sham gap, eV: 5.8


A structure of composition C34H58F2Ge2N3Tc in a non-equilibrium geometry. Source: the OMol25 dataset; level of theory: the ωB97M-V functional and the def2-TZVPD basis.

XYZ file:
```
100
Properties=species:S:1:pos:R:3:mulliken_charge:R:1
Tc -0.7338 0.9641 -0.9783 -0.124
C 1.4947 3.0556 -1.8721 -1.695
C 0.9066 1.6760 -2.1359 1.453
C 1.7761 0.5438 -2.3690 1.075
C 2.9562 0.2827 -1.5038 -2.855
C 1.7441 -0.1922 -3.5985 0.628
C 2.9792 -0.9620 -3.9712 -1.696
C 0.5975 -0.0723 -4.4192 1.753
C 0.7026 -0.4146 -5.8349 -2.177
C -0.4906 0.6885 -3.9562 0.331
C -1.7829 0.7279 -4.7508 -2.710
C -0.3919 1.6698 -2.8758 1.501
C -1.1423 2.9972 -3.0223 -1.175
H 2.0149 3.4788 -2.7164 0.241
H 2.2626 2.9769 -1.0981 0.440
H 0.6988 3.7355 -1.5945 0.295
H 3.2166 -0.7595 -1.5225 0.671
H 2.7664 0.6845 -0.4895 -0.063
H 3.8113 0.8187 -1.8463 0.674
H 3.9724 -0.5427 -3.6047 0.399
H 3.0993 -1.1711 -5.0656 0.379
H 2.9578 -2.0126 -3.5992 0.239
H 0.4494 -1.4602 -6.0642 0.340
H 1.7425 -0.2510 -6.1671 0.506
H -0.0454 0.0999 -6.4620 0.445
H -1.7784 1.3995 -5.6213 0.517
H -2.5928 1.1094 -4.1296 0.378
H -1.9699 -0.2680 -5.1340 0.567
H -1.3459 3.4129 -2.0182 -0.134
H -2.1015 2.7615 -3.4203 0.386
H -0.7062 3.7686 -3.7252 0.205
C 2.7947 1.5295 2.8168 -1.120
C 1.6958 1.7888 1.7512 0.045
Ge 0.4142 0.2201 1.4121 0.787
C -0.7643 -0.0042 3.0950 -0.282
C -1.5072 1.2443 3.5146 -0.978
C 1.5182 -1.4260 1.3592 -0.993
C 1.4602 -2.5671 2.1349 0.800
Ge 0.0854 -3.7402 1.3407 0.952
C -0.2104 -4.0469 -0.6718 -0.415
C 1.0792 -4.3701 -1.4149 -1.001
C -0.1059 -5.3565 2.4410 -0.655
C 0.0561 -6.7096 1.7523 -1.132
C 2.1514 -2.8773 3.4248 0.768
C 2.1653 -1.9385 4.5286 0.180
C 2.8617 -2.1473 5.6805 -1.121
C 3.6592 -3.3311 5.8393 -0.379
C 3.6502 -4.2741 4.8190 -1.006
C 2.8098 -4.1090 3.7036 -0.187
H 2.9929 0.4343 2.9241 0.173
H 2.5163 1.9341 3.8289 0.325
H 3.7546 1.9051 2.4724 0.360
H 2.2283 2.0324 0.8217 -0.069
H 1.0777 2.6549 2.0636 0.303
H -0.1107 -0.4148 3.9186 0.261
H -1.4427 -0.8866 2.8741 0.268
H -0.7929 2.0726 3.7297 0.278
H -2.0923 1.0094 4.4009 0.461
H -2.1565 1.6106 2.6717 0.012
H 1.9697 -1.5447 0.3665 -0.133
H -0.7747 -3.1508 -1.0165 -0.112
H -0.8705 -4.9341 -0.6701 0.519
H 1.7302 -3.4828 -1.5114 0.107
H 0.9348 -4.6646 -2.4322 0.482
H 1.6256 -5.2149 -1.0033 0.365
H -1.0622 -5.1517 2.9939 0.520
H 0.7022 -5.1994 3.1701 0.327
H -0.8752 -7.2573 1.9151 0.336
H 0.8561 -7.3404 2.1531 0.343
H 0.2003 -6.6634 0.6465 0.223
H 1.6259 -0.9936 4.5123 0.420
H 2.8589 -1.4109 6.5111 0.408
H 4.2705 -3.3914 6.7245 0.440
H 4.3505 -5.1155 4.9636 0.405
H 2.8591 -4.9089 2.9422 0.429
F -2.7295 -1.2119 -0.9789 -0.276
C -1.4238 -0.7520 -1.2149 -0.330
F -1.2705 -2.9440 2.1448 -0.465
H -0.9327 -1.6439 -1.6454 0.610
C -2.6494 5.3388 -0.7243 -1.370
N -2.2396 4.2882 0.1298 0.237
C -0.8999 4.3946 0.6659 -0.431
C -2.8946 3.0643 0.0971 -0.058
N -2.2121 1.9089 0.1779 0.539
N -4.2609 3.0450 0.0491 0.073
C -5.0438 4.2137 0.4357 -1.128
C -4.9084 1.9207 -0.5832 -0.918
H -1.8401 5.7033 -1.3021 0.484
H -3.0119 6.1939 -0.1093 0.397
H -3.5020 5.0575 -1.3712 0.377
H -0.6997 5.4328 1.0480 0.450
H -0.1512 4.2058 -0.0962 0.207
H -0.7228 3.6326 1.4304 -0.129
H -2.8582 1.1202 0.4488 0.040
H -4.4391 4.9062 1.0352 0.391
H -5.8551 3.9085 1.0739 0.442
H -5.5118 4.8431 -0.3574 0.400
H -4.6772 0.9903 -0.0332 0.319
H -4.5371 1.7843 -1.6256 0.222
H -5.9851 2.0415 -0.6263 0.412
```

## Properties
Multiplicity: 4
Charge: +3
Electronic energy, a.u.: -5927.73524
Kohn-Sham gap (alpha / beta), eV: 5.6 / 6.1
<S²>: 3.95


A cluster of 12 separate species, C62H86F6N14O6S2 in total in a non-equilibrium geometry. Source: the OMol25 dataset; level of theory: the ωB97M-V functional and the def2-TZVPD basis.

XYZ file:
```
176
Properties=species:S:1:pos:R:3:mulliken_charge:R:1
C -15.3710 -10.7485 -3.8562 -0.862
N -13.9543 -10.7039 -4.1461 -0.012
C -13.4843 -10.8074 -5.4160 -0.206
C -12.1006 -10.8453 -5.6898 -0.646
C -11.1678 -10.5756 -4.7081 0.914
C -11.6883 -10.3619 -3.4154 -0.544
C -13.0855 -10.4515 -3.1264 -0.198
C -9.7119 -10.5922 -5.0627 0.782
C -8.8121 -9.6801 -4.6106 -0.541
C -7.4888 -9.6153 -5.0405 -0.188
N -6.9953 -10.6453 -5.7165 0.032
C -7.8223 -11.6406 -6.1443 -0.351
C -9.2034 -11.6178 -5.9248 -0.720
C -5.5212 -10.8006 -5.9032 -0.909
H -15.9428 -11.1541 -4.6754 0.288
H -15.6687 -9.7554 -3.6744 0.430
H -15.4978 -11.2783 -2.9386 0.346
H -14.2716 -10.8842 -6.1527 0.408
H -11.7987 -11.0836 -6.7795 0.361
H -10.9525 -10.3088 -2.5341 0.351
H -13.5645 -10.2605 -2.1218 0.418
H -9.1360 -8.8162 -3.9986 0.382
H -6.8766 -8.7811 -4.7230 0.398
H -7.3360 -12.4512 -6.6217 0.510
H -9.7281 -12.4546 -6.3374 0.479
H -5.2413 -11.7728 -5.5037 0.405
H -4.9338 -10.1014 -5.3122 0.308
H -5.2730 -10.7912 -6.9281 0.367
C -0.8994 13.4114 -5.5538 -0.946
N -2.1806 12.5880 -5.6492 0.025
C -2.9754 12.8659 -6.6843 -0.225
C -4.1638 12.1685 -6.8611 -0.729
C -4.4118 11.1436 -5.9786 1.224
C -3.4741 10.8178 -4.9275 -0.704
C -2.3738 11.5959 -4.7681 -0.201
C -5.6625 10.3077 -6.1236 1.175
C -6.2143 9.4619 -5.1315 -0.709
C -7.1554 8.5568 -5.4360 -0.181
N -7.6786 8.5081 -6.6561 0.063
C -7.2991 9.4106 -7.5735 -0.374
C -6.2330 10.2492 -7.3602 -0.690
C -8.8162 7.5528 -6.8404 -0.901
H -0.5854 13.4443 -4.5022 0.336
H -0.9752 14.4618 -5.8753 0.360
H -0.2170 12.9073 -6.2011 0.403
H -2.6457 13.7076 -7.3264 0.403
H -4.7284 12.4379 -7.7512 0.364
H -3.6703 10.0505 -4.1853 0.335
H -1.5275 11.4360 -4.0225 0.360
H -5.8490 9.5670 -4.0797 0.364
H -7.5036 7.9053 -4.6714 0.449
H -7.8476 9.3395 -8.5112 0.415
H -5.8597 10.8705 -8.1569 0.307
H -9.4414 7.4788 -5.9772 0.394
H -8.4054 6.5476 -7.0020 0.343
H -9.4255 7.9359 -7.6369 0.340
C -6.5132 -4.5674 5.9920 -0.865
N -6.5062 -3.1129 6.4144 -0.008
C -5.7044 -2.7455 7.4153 -0.455
C -5.6340 -1.4684 7.8079 -0.573
C -6.4407 -0.5070 7.2580 0.670
C -7.3189 -0.8855 6.2157 -0.700
C -7.3203 -2.1849 5.8527 -0.098
C -6.3718 0.8402 7.7721 0.622
C -5.9640 1.8403 6.8896 -0.628
C -6.0230 3.1322 7.2691 -0.202
N -6.2629 3.4764 8.5392 0.057
C -6.4864 2.5622 9.4806 -0.258
C -6.4444 1.2298 9.0724 -0.796
C -6.4339 4.9294 8.9097 -0.854
H -6.9401 -5.0140 6.8844 0.420
H -5.4783 -4.9317 5.5917 0.320
H -7.1455 -4.6274 5.0870 0.275
H -5.0917 -3.5282 7.7972 0.505
H -4.9831 -1.2759 8.6454 0.461
H -7.9890 -0.1000 5.9382 0.561
H -8.0219 -2.5540 5.0880 0.357
H -5.6439 1.4754 5.9053 0.489
H -5.9141 3.9828 6.5888 0.333
H -6.7630 2.8987 10.4791 0.497
H -6.7141 0.6159 9.8616 0.533
H -7.3708 5.2132 9.4475 0.373
H -6.3372 5.6375 8.0391 0.257
H -5.7480 5.1603 9.7103 0.390
C 7.1721 -1.0446 -10.3110 -1.437
C 6.2442 -2.0078 -9.6720 -0.101
N 4.8396 -1.6460 -9.4550 0.205
C 4.4039 -0.3511 -9.6223 -0.248
C 3.0516 -0.3567 -9.4641 -0.516
N 2.6707 -1.6674 -9.1680 0.134
C 3.8115 -2.3876 -9.1261 -0.129
C 1.3266 -2.2672 -9.0035 -0.883
H 8.1721 -1.4999 -10.2408 0.352
H 7.2270 -0.0591 -9.7502 0.376
H 6.9575 -0.7983 -11.3451 0.396
H 6.6277 -2.2866 -8.7020 0.321
H 6.2667 -2.9315 -10.3627 0.299
H 5.0171 0.4243 -10.0860 0.379
H 2.3775 0.4819 -9.5257 0.436
H 3.7383 -3.4731 -8.9668 0.378
H 1.2837 -3.2660 -9.4605 0.325
H 0.5456 -1.7010 -9.5154 0.413
H 1.0552 -2.3217 -7.9568 0.299
C 17.9210 1.0059 2.3597 -0.454
C 17.1387 1.6811 3.1704 -0.421
N 18.6969 4.3530 -4.9468 -0.524
C 18.4296 5.6849 -5.3868 -0.428
C 17.6012 5.7648 -6.5773 -0.251
N 17.3505 4.4254 -6.7905 0.059
C 17.9102 3.7109 -5.7319 -0.099
C 16.3011 3.6556 -7.5573 -0.761
H 17.9748 0.0040 2.0433 0.294
H 18.9840 1.3610 2.4994 0.181
H 16.3026 2.1950 2.6429 0.208
H 12.4028 2.3673 15.6933 0.082
H 17.5794 2.4343 3.9638 0.193
H 19.0256 6.4049 -4.9504 0.460
H 17.1200 6.6098 -7.0042 0.384
H 17.6172 2.6849 -5.8155 0.379
H 15.8740 3.1444 -6.7118 0.331
H 16.7992 3.0059 -8.2795 0.253
H 15.5886 4.3651 -8.0233 0.302
C 11.2830 -4.1307 9.2940 -1.122
C 10.9246 -3.7931 7.8431 -0.316
N 9.7424 -4.6657 7.5065 0.202
C 8.4407 -4.3780 7.9559 -0.444
C 7.5678 -5.0957 7.2233 -0.313
N 8.3153 -5.7794 6.3105 0.063
C 9.5987 -5.4874 6.5061 -0.053
C 7.8601 -6.5520 5.0994 -0.869
H 12.2620 -3.7233 9.6095 0.372
H 11.3525 -5.2397 9.4973 0.340
H 10.4682 -3.8712 9.9596 0.315
H 11.7513 -4.1434 7.2470 0.329
H 10.6797 -2.6856 7.6406 0.281
H 8.1663 -3.7628 8.7824 0.367
H 6.4995 -5.1400 7.3534 0.430
H 10.4638 -5.8787 5.9844 0.385
H 7.7667 -7.6141 5.3709 0.320
H 8.5721 -6.4682 4.3078 0.357
H 6.9014 -6.1856 4.8480 0.355
C 6.7638 3.2771 14.6167 -1.453
C 5.3530 3.6463 14.7187 -0.016
N 4.4072 2.7132 14.0512 0.130
C 4.4180 1.3932 14.0436 -0.151
C 3.1953 0.9266 13.6329 -0.469
N 2.4133 2.0724 13.3937 0.106
C 3.1635 3.1152 13.6960 -0.191
C 0.9931 2.1427 13.0188 -0.811
H 7.0453 3.0942 13.5488 0.351
H 7.0597 2.3244 15.1660 0.359
H 7.3933 3.9297 15.1056 0.433
H 5.2329 4.6470 14.2120 0.272
H 5.1213 3.6734 15.7336 0.307
H 5.3350 0.8344 14.2315 0.375
H 2.7911 -0.0547 13.4333 0.399
H 2.8751 4.1631 13.6835 0.370
H 0.4394 2.5629 13.8754 0.365
H 0.7428 1.1148 12.8724 0.297
H 0.7838 2.6474 12.0976 0.324
C -6.4194 -0.6468 -8.6842 0.571
F -7.6277 -1.2314 -8.4982 -0.236
F -6.4940 0.1076 -9.7676 -0.234
F -6.2962 0.2639 -7.7211 -0.241
S -5.0425 -2.0195 -8.8960 1.085
O -5.5250 -2.8947 -9.9230 -0.599
O -3.7858 -1.2974 -9.1672 -0.651
O -4.9916 -2.6109 -7.5386 -0.693
C 0.7684 2.6563 -0.0722 0.679
F 0.3904 2.1524 0.9673 -0.038
F 0.8458 3.8848 -0.1012 -0.048
F 1.3325 1.8941 -0.9357 -0.044
S -2.9040 1.7995 -1.9199 0.826
O -2.6295 0.6409 -1.1738 -0.425
O -2.6759 2.9949 -1.2995 -0.410
O -2.0819 1.7386 -3.0513 -0.404
```

## Properties
Multiplicity: 1
Charge: +8
Electronic energy, a.u.: -5024.02447
Kohn-Sham gap, eV: 0.7


A structure of composition C5H9O3 in a non-equilibrium geometry. Source: the OMol25 dataset; level of theory: the ωB97M-V functional and the def2-TZVPD basis.

XYZ file:
```
17
Properties=species:S:1:pos:R:3:mulliken_charge:R:1
O 1.7295 -2.6330 -0.4561 0.106
O 2.1217 -3.5656 0.3354 -0.073
C -2.1222 0.3905 -0.0875 -1.374
C -0.6314 0.2226 -0.0746 0.658
C 0.1467 1.4138 -0.5854 -0.597
O 0.2124 2.3832 0.4494 -0.522
H 0.8677 3.0454 0.1750 0.303
C -0.0388 -0.9080 0.3602 -0.223
C 1.3928 -1.1089 0.4612 -0.761
H -2.3266 1.3982 -0.4604 0.375
H -2.6435 -0.3384 -0.7300 0.319
H -2.5337 0.3216 0.9269 0.298
H 1.1331 1.1520 -0.9890 0.376
H -0.4984 1.8319 -1.3712 0.326
H -0.6566 -1.7591 0.6742 0.300
H 1.7653 -1.4124 1.4449 0.331
H 2.0820 -0.4339 -0.0731 0.156
```

## Properties
Multiplicity: 4
Electronic energy, a.u.: -421.31796
Kohn-Sham gap (alpha / beta), eV: 6.7 / 6.7
<S²>: 3.78